Entry 1:
Formula: C21H25NO3
Source: the OMol25 dataset
Level of theory: ωB97M-V/def2-TZVPD

Structure (XYZ):
```
50
Properties=species:S:1:pos:R:3:forces:R:3:nbo_charge:R:1
C -0.6529 2.2229 -1.0177 -0.464 0.034 0.113 -0.2693
O 0.6538 1.6848 -0.8319 -0.745 -0.005 0.537 -0.5549
C 0.8619 1.1256 0.4378 -2.349 0.635 0.382 0.0997
C 2.3648 1.1569 0.6272 0.486 -0.027 -0.141 -0.0018
C 2.9813 1.1946 1.8880 -0.629 -0.558 -0.428 -0.2138
C 4.3525 1.0255 2.0137 0.504 0.255 0.152 -0.2257
C 5.1883 0.9350 0.8842 -0.870 0.204 0.157 -0.0073
C 6.6593 0.6885 1.0310 0.177 -0.025 0.166 -0.6306
C 4.5848 1.1208 -0.3668 0.364 0.222 -0.109 -0.2461
C 3.2115 1.2705 -0.5007 -0.858 -0.481 -0.059 -0.1211
H -0.7463 2.4750 -2.0913 0.046 -0.025 0.644 0.1920
H -1.4421 1.4866 -0.7249 0.663 0.641 -0.407 0.2220
H -0.7445 3.1273 -0.3775 -0.104 -0.313 -0.466 0.1679
H 0.2589 1.5544 1.2826 1.017 1.134 -0.714 0.1860
H 2.3248 1.2982 2.7507 0.352 -0.150 0.046 0.2101
H 4.8014 0.9991 3.0198 -0.232 -0.018 -0.543 0.2104
H 7.1420 0.6059 0.0606 0.039 0.014 -0.065 0.2160
H 7.1619 1.4805 1.5959 -0.126 0.002 -0.092 0.2195
H 6.8442 -0.2400 1.5770 -0.041 0.004 -0.061 0.2217
H 5.2084 1.1766 -1.2724 -0.261 -0.101 0.498 0.2094
H 2.7495 1.4468 -1.4915 0.489 -0.331 0.777 0.2253
C -0.4537 -1.1587 -3.9942 -0.090 0.086 -0.544 -0.6265
C 0.3555 -1.5069 -2.7777 -0.196 -0.470 -0.083 -0.0773
O -0.3042 -0.9036 -1.6348 0.961 -0.069 -0.524 -0.4971
C 0.4563 -1.0051 -0.5489 0.403 -1.652 0.863 0.7978
C -0.1459 -0.3137 0.6520 2.129 -0.337 0.197 -0.0021
C 0.3887 -0.7900 1.9841 0.534 -0.068 0.113 -0.6522
N -1.5550 -0.2037 0.5218 -3.345 -0.634 0.648 -0.4564
C -2.5196 -0.6100 1.3373 3.140 0.849 -1.112 0.1155
C -3.9424 -0.7513 0.9599 -0.286 0.124 -0.415 -0.0350
C -4.9397 -1.0409 1.9179 -0.110 0.333 -0.679 -0.1977
C -6.2904 -1.0933 1.5331 0.361 0.021 -0.052 -0.2219
C -6.6529 -0.8914 0.1961 0.456 0.099 -0.008 -0.1972
C -5.6630 -0.6453 -0.7661 0.428 -0.113 0.523 -0.2162
C -4.3142 -0.6056 -0.3831 -0.329 0.237 -0.325 -0.1867
O 1.5274 -1.6016 -0.5138 -1.180 0.895 -0.052 -0.6243
H -0.0735 -1.7352 -4.8425 -0.049 0.021 0.033 0.2145
H -1.5230 -1.3858 -3.8913 0.297 0.069 0.118 0.2140
H -0.3254 -0.1013 -4.2533 -0.178 -0.140 0.126 0.2102
H 0.3674 -2.5969 -2.5795 0.174 0.535 -0.252 0.1888
H 1.3979 -1.1490 -2.8943 -0.607 -0.174 0.359 0.2013
H 1.4874 -0.8024 1.8469 -0.651 -0.401 0.558 0.2574
H 0.1311 -0.0047 2.7264 0.147 -0.575 -0.141 0.2010
H 0.0255 -1.7779 2.3316 0.125 0.553 -0.315 0.2241
H -2.3148 -0.8833 2.3734 0.226 -0.165 0.158 0.1560
H -4.6667 -1.1872 2.9571 0.010 0.028 -0.032 0.2122
H -7.0683 -1.2686 2.2826 0.350 -0.008 -0.263 0.2182
H -7.6991 -0.9191 -0.1035 0.208 0.002 0.125 0.2168
H -5.9281 -0.4689 -1.8066 0.004 -0.132 0.210 0.2173
H -3.5210 -0.4339 -1.1240 -0.394 -0.027 0.374 0.2362
```
Positions in Å, forces in eV/Å.

## Properties
Energy above the lowest of the compared OMol25 structures with the same formula, charge and spin, kJ/mol: 388.0
LUMO, eV: 0.013
Frontier orbital gap, hartree: 0.303
SMILES: CCOC(=O)[C@](C)(/N=C/c1ccccc1)[C@H](OC)c1ccc(C)cc1

Entry 2:
Formula: C21H26BrN5O5S2Ti
Source: the OMol25 dataset
Level of theory: ωB97M-V/def2-TZVPD

Structure (XYZ):
```
61
Properties=species:S:1:pos:R:3:forces:R:3:lowdin_spin:R:1
Ti 0.9731 -0.3309 -0.2291 0.037 0.007 0.549 1.7382
O -2.6328 -2.3286 -1.7099 0.205 0.021 -0.037 0.0089
C -1.3540 -1.9714 -1.7733 -0.065 0.198 0.134 0.0217
O -0.8902 -1.1088 -1.0477 -0.131 -0.262 -0.371 0.0130
C -0.6039 -2.6837 -2.8788 -0.033 -0.014 -0.006 0.0021
O 0.7731 -2.4603 -2.8278 -0.099 0.027 -0.061 0.0053
C 1.4574 -3.4507 -2.0475 -0.033 -0.116 0.031 0.0011
C 0.9955 -3.3719 -0.5807 0.125 -0.071 0.035 0.0036
O 0.1912 -4.2031 -0.1714 -0.081 0.080 -0.098 0.0016
O 1.4649 -2.3814 0.0778 0.100 0.318 0.094 0.0322
H -3.0558 -1.8382 -0.9877 0.026 0.014 0.011 0.0002
H -0.9867 -2.2851 -3.8250 0.009 -0.001 0.065 0.0006
H -0.8619 -3.7470 -2.8302 0.003 0.038 0.012 0.0007
H 1.2420 -4.4438 -2.4534 0.034 0.041 0.024 0.0001
H 2.5189 -3.2252 -2.1404 -0.045 0.005 0.005 0.0002
Br 6.4751 -1.7654 -1.6274 0.028 -0.015 0.011 -0.0018
C 4.8980 -0.9144 -2.2018 -0.009 0.044 -0.027 -0.0013
C 4.8097 -0.3712 -3.4726 -0.041 -0.003 0.050 0.0216
C 3.6181 0.2348 -3.8377 0.049 -0.019 0.010 -0.0016
C 2.5781 0.2685 -2.9288 -0.080 0.021 0.002 0.0208
N 2.6703 -0.2550 -1.7024 -0.030 0.000 -0.156 0.0096
C 3.8182 -0.8378 -1.3406 -0.037 -0.035 0.023 0.0200
H 5.6472 -0.4235 -4.1534 0.017 -0.005 -0.009 0.0014
H 3.4960 0.6705 -4.8188 -0.012 0.007 -0.009 -0.0006
H 1.6281 0.7244 -3.1851 0.037 -0.024 0.008 0.0020
H 3.8564 -1.2687 -0.3468 -0.002 0.009 -0.040 0.0015
S 0.8138 4.3024 -1.3498 -0.028 -0.055 0.010 0.0128
C 1.2969 2.7054 -0.9583 -0.038 -0.113 0.073 0.0276
N 0.3504 1.8506 -0.7105 0.254 -0.080 -0.036 0.0166
C -0.8956 2.4675 -0.8037 0.035 0.038 0.005 0.0032
C -2.1278 1.8692 -0.5329 0.021 0.028 -0.042 -0.0008
C -3.2672 2.6325 -0.6582 -0.004 0.019 -0.003 0.0007
C -3.2020 3.9780 -1.0453 -0.009 -0.009 0.009 -0.0019
C -1.9913 4.5858 -1.2954 0.029 -0.040 0.019 0.0007
C -0.8358 3.8170 -1.1630 -0.125 0.061 -0.007 -0.0006
H 2.3441 2.4456 -0.8812 -0.012 -0.020 -0.002 0.0020
H -2.1632 0.8460 -0.1902 0.000 -0.034 0.011 0.0003
H -4.2305 2.1915 -0.4394 -0.014 -0.003 0.002 0.0001
H -4.1135 4.5532 -1.1314 -0.021 0.008 -0.005 -0.0001
H -1.9376 5.6292 -1.5713 0.003 0.034 -0.011 0.0001
C -2.7503 0.9567 3.7145 0.005 -0.033 0.009 0.0000
C -1.7504 -0.1711 3.4815 0.015 0.016 -0.028 -0.0001
C -2.4521 -1.5232 3.5321 -0.002 0.012 0.020 0.0002
C -0.6441 -0.1009 4.5393 -0.014 -0.025 -0.038 0.0002
N -1.2466 0.0514 2.1064 -0.047 -0.004 0.020 0.0019
N -0.1515 -0.7788 1.7203 0.051 -0.038 -0.108 0.0101
H -3.2071 0.8632 4.6995 -0.016 -0.005 0.025 0.0000
H -3.5373 0.9296 2.9600 -0.025 -0.006 -0.023 0.0000
H -2.2524 1.9261 3.6607 0.031 0.033 -0.003 0.0000
H -2.8926 -1.6831 4.5167 -0.007 -0.007 0.019 0.0001
H -1.7583 -2.3458 3.3491 0.015 -0.013 -0.002 0.0001
H -3.2468 -1.5668 2.7863 -0.023 0.001 -0.022 0.0000
H -1.0787 -0.1588 5.5374 -0.026 -0.007 0.028 0.0000
H -0.0932 0.8356 4.4563 0.023 0.040 -0.005 0.0000
H 0.0600 -0.9313 4.4536 0.005 -0.014 -0.002 0.0001
H -0.8864 1.0029 2.0618 -0.016 -0.005 0.031 0.0008
H -0.4802 -1.7295 1.5744 0.031 0.010 0.018 0.0019
H 0.5812 -0.8138 2.4314 -0.049 -0.029 -0.025 0.0018
S 2.7373 0.8081 1.5010 -0.147 -0.041 -0.075 0.0073
C 1.5549 1.8096 2.1396 0.267 0.004 -0.156 0.0053
N 0.7278 2.5138 2.5489 -0.134 0.013 0.043 0.0087
```
Positions in Å, forces in eV/Å.

## Properties
Energy above the lowest of the compared OMol25 structures with the same formula, charge and spin, kJ/mol: 0.0
LUMO (spin up / spin down), eV: 0.006 / -0.077
Multiplicity: 3
Frontier orbital gap (spin up / spin down), hartree: 0.234 / 0.297
⟨S²⟩: 2.00

Entry 3:
Formula: C21H26ClN2O2
Source: the OMol25 dataset
Level of theory: ωB97M-V/def2-TZVPD

Structure (XYZ):
```
52
Properties=species:S:1:pos:R:3:forces:R:3:nbo_charge:R:1
C 1.0936 3.7349 0.5907 -0.189 -0.158 0.035 -0.6013
H 0.2726 4.3951 0.3277 -0.032 0.125 -0.057 0.2236
H 1.6644 3.5207 -0.3095 0.086 0.027 -0.120 0.2097
H 1.7395 4.2567 1.2911 0.093 0.094 0.061 0.2147
C 0.5615 2.4468 1.2074 0.325 0.084 -0.036 -0.4038
H -0.1078 1.9707 0.4861 -0.117 -0.047 0.002 0.1888
C 1.7114 1.5130 1.5900 -0.377 -0.004 0.047 -0.4232
C 1.2405 0.1998 2.2046 0.480 0.476 0.298 -0.2153
N 0.5653 -0.6296 1.1772 -0.018 0.108 -0.332 -0.5875
H -0.2002 -0.0708 0.7659 0.267 -0.145 -0.016 0.4646
C -0.0077 -1.9008 1.6696 -0.371 -0.546 0.043 -0.2485
C -0.9496 -2.5272 0.6368 0.262 -0.100 0.125 -0.0564
N -1.5720 -1.5649 -0.2614 -0.143 0.194 0.291 -0.4554
C -1.2019 -2.1938 -1.4187 0.253 -0.170 -0.376 0.6747
O -1.4991 -2.0276 -2.5616 -0.174 -0.032 -0.216 -0.5431
C -0.3462 -3.2193 -0.6339 -0.387 -0.288 0.313 0.0230
O 1.0518 -3.2224 -0.7011 0.336 0.074 -0.288 -0.4941
C 1.7270 -2.1615 -1.2687 0.324 0.308 0.149 0.2582
C 1.4653 -1.6625 -2.5413 -0.017 -0.268 0.144 -0.2572
C 2.1838 -0.5809 -3.0175 0.186 0.125 0.138 -0.1824
C 3.1840 -0.0012 -2.2448 -0.104 -0.171 0.100 -0.0558
C 3.5045 -0.5402 -1.0065 -0.059 0.089 -0.169 -0.2275
C 2.7678 -1.6065 -0.5123 0.035 -0.427 -0.450 -0.2852
H 3.0581 -2.0840 0.4136 -0.030 -0.038 0.156 0.2337
H 4.3268 -0.1366 -0.4377 0.093 0.068 0.056 0.2441
Cl 4.0480 1.3704 -2.8314 0.032 0.033 -0.031 0.0484
H 1.9763 -0.1954 -4.0023 -0.018 0.071 -0.114 0.2471
H 0.7190 -2.1235 -3.1670 -0.081 -0.020 -0.022 0.2666
H -0.6756 -4.2521 -0.7699 0.007 0.150 0.016 0.2277
C -2.3846 -0.4558 0.0635 -0.283 0.242 -0.038 0.0709
C -3.2177 -0.5408 1.1755 0.069 -0.032 -0.054 -0.2218
C -3.9984 0.5379 1.5428 0.022 0.008 0.044 -0.1967
C -3.9460 1.7064 0.8007 -0.023 0.003 -0.002 -0.1883
C -3.1072 1.7919 -0.2951 -0.028 -0.089 0.080 -0.1836
C -2.3024 0.7262 -0.6836 0.043 -0.080 0.006 -0.0195
C -1.3959 0.8616 -1.8680 -0.121 0.029 -0.141 -0.6411
H -1.3081 1.9049 -2.1584 0.067 0.083 0.024 0.2294
H -0.3961 0.4655 -1.6781 0.080 -0.024 0.000 0.1985
H -1.8007 0.3057 -2.7131 0.104 -0.008 -0.041 0.2637
H -3.0681 2.7059 -0.8676 0.022 0.111 -0.075 0.2248
H -4.5596 2.5494 1.0749 -0.068 0.098 0.037 0.2315
H -4.6518 0.4606 2.3969 -0.069 -0.006 0.093 0.2315
H -3.2704 -1.4629 1.7342 -0.028 -0.133 0.074 0.2174
H -1.6630 -3.1761 1.1533 0.053 0.064 0.003 0.2202
H 0.7966 -2.6041 1.8960 0.024 0.174 0.034 0.2467
H -0.5632 -1.6902 2.5860 0.136 0.085 -0.064 0.2369
H 1.2667 -0.8387 0.4188 -0.582 0.295 0.349 0.4792
H 2.0853 -0.3659 2.6013 -0.119 -0.123 -0.045 0.2242
H 0.5366 0.3946 3.0167 -0.041 -0.158 -0.075 0.2237
H 2.3289 1.3100 0.7120 0.094 -0.009 -0.009 0.2145
H 2.3426 2.0205 2.3197 0.087 -0.060 0.021 0.2387
H -0.0248 2.6863 2.0965 -0.101 -0.086 0.032 0.2106
```
Positions in Å, forces in eV/Å.

## Properties
Charge: +1
Energy above the lowest of the compared OMol25 structures with the same formula, charge and spin, kJ/mol: 2.7
LUMO, eV: -2.386
Frontier orbital gap, hartree: 0.354
SMILES: CCCC[NH2+]C[C@@H]1[C@H](Oc2ccc(Cl)cc2)C(=O)N1c1ccccc1C

Entry 4:
Formula: C21H26ClN2O2S
Source: the OMol25 dataset
Level of theory: ωB97M-V/def2-TZVPD

Structure (XYZ):
```
53
Properties=species:S:1:pos:R:3:forces:R:3:nbo_charge:R:1
O 1.5249 -1.6827 -0.6156 -0.559 0.230 -0.933 -0.6969
C 1.0252 -1.0546 0.3475 2.639 -7.444 1.931 0.6814
N 0.8400 -1.8021 1.5294 1.567 -0.909 -8.200 -0.5856
H 0.7080 -1.2935 2.2897 -0.806 1.715 4.537 0.4051
C 1.1035 -3.1924 1.3484 0.953 1.222 14.672 -0.2021
H 0.8969 -3.6504 0.5797 -3.395 -3.683 -7.972 0.1760
H 0.5481 -3.5705 2.3658 -0.100 0.015 -3.026 0.2257
C 2.4060 -3.9005 1.8741 1.853 1.638 1.645 -0.4468
H 2.6524 -3.6114 2.9203 -0.640 0.060 -0.421 0.2318
C 3.6200 -3.3103 1.0874 0.265 -3.843 2.367 -0.2343
N 3.3161 -3.6441 -0.2409 -0.408 7.672 -6.442 -0.4760
C 4.4599 -3.0362 -1.1843 -1.404 6.853 1.055 -0.2083
H 4.6870 -1.7351 -0.9809 -1.031 -3.853 0.416 0.2051
H 5.3483 -3.4852 -0.8856 1.538 -1.254 0.003 0.2072
C 4.0735 -2.9289 -2.7315 2.031 -1.508 7.442 -0.0623
O 4.0007 -4.2156 -2.9535 -1.051 -2.770 -4.024 -0.4492
C 2.9230 -4.6603 -2.3440 -0.405 -9.380 2.216 -0.0905
H 2.8056 -5.7884 -2.6688 -0.022 2.066 0.302 0.2172
C 2.9913 -4.8643 -0.8146 8.156 -3.159 -0.746 -0.2519
H 2.3659 -5.3285 -0.1594 -2.664 -1.871 0.601 0.2353
H 4.0577 -5.4921 -0.7430 -2.483 0.810 0.300 0.1762
H 1.9872 -4.3553 -2.3132 -4.455 3.282 -2.289 0.1867
H 4.8900 -2.5815 -3.1144 4.458 2.695 -2.935 0.2035
H 3.3002 -2.3173 -2.6035 -3.994 2.281 -1.188 0.1895
H 2.3010 -3.0219 -0.6871 2.571 0.128 2.385 0.5180
H 3.7468 -2.2711 1.3359 -0.293 0.521 -0.658 0.2444
H 4.6174 -3.8102 1.2867 -1.030 0.397 0.275 0.2213
H 2.2575 -5.0196 2.0251 0.313 1.334 -1.067 0.2477
C 0.9311 0.2585 0.4127 -0.743 7.838 -2.723 -0.2073
C 1.3792 1.1307 -0.6197 0.478 -7.258 1.464 -0.1064
C 0.9802 2.3321 -0.7129 3.190 5.537 -5.652 -0.2250
C 0.2269 2.9634 0.1027 -5.470 2.361 8.612 0.0704
C -0.3493 2.1984 1.2666 0.483 2.355 -2.052 -0.2255
C 0.0455 0.9126 1.2059 -2.510 -2.561 5.402 -0.1419
H -0.4556 0.2768 2.0177 0.590 0.732 -1.079 0.1909
H -1.1085 2.5404 2.0878 1.685 -0.316 -2.018 0.2635
C -0.2364 4.4009 -0.0358 6.802 0.440 9.193 -0.6656
H -0.4443 4.8873 1.2782 0.230 -1.446 -3.816 0.1879
H 0.6615 5.0133 -0.2291 -0.680 -0.009 -0.699 0.2843
S -1.4071 4.4070 -1.0658 -2.924 4.461 -8.041 0.4603
C -2.5871 3.6134 -0.3096 -3.370 -6.056 1.496 -0.2966
C -2.6492 2.0899 -0.6849 2.064 4.154 -5.621 -0.1955
C -3.5702 1.2762 -0.2892 -1.498 -3.965 1.154 -0.2548
C -4.2552 1.8062 0.7820 -4.137 -11.879 -1.099 0.0997
C -4.2354 2.9039 1.2565 -0.576 16.849 6.547 -0.2755
C -3.4481 4.0516 0.6500 1.528 -2.969 -0.440 -0.1385
H -3.2356 5.0567 1.0222 -1.049 -0.259 0.287 0.2414
H -4.8042 3.5640 2.1429 0.825 -3.269 -2.012 0.2780
Cl -5.5666 0.5796 1.5892 1.689 1.335 -0.930 -0.1441
H -3.7356 0.1805 -0.5946 0.264 2.099 0.193 0.2610
H -2.3069 1.8336 -1.7917 0.462 0.654 2.582 0.2336
H 1.4240 2.9938 -1.5334 -0.753 -1.129 0.699 0.2170
H 1.7820 0.6731 -1.4438 1.818 -0.945 -1.689 0.2208
```
Positions in Å, forces in eV/Å.

## Properties
Charge: +1
LUMO, eV: -3.247
Frontier orbital gap, hartree: 0.283

no.,total energy (Ha)
1,-1095.61551
2,-5685.79251
3,-1535.77642
4,-1933.37316